A molecular structure, C18H41Cl3IN5O4P at a distorted geometry. Source: the Open Molecules 2025 dataset; level of theory: ωB97M-V/def2-TZVPD.

Results
LUMO in Ha: -0.107
E in eV: -89921.194
Frontier orbital gap in eV: 7.555
Charge: +1
E_HOMO in eV: -10.48

Atoms and positions in Å:
C: 2.156 2.221 -2.295
C: 2.097 1.863 -0.839
C: 0.790 2.133 -0.125
Cl: 1.065 1.491 1.541
C: -0.560 1.567 -0.737
C: -0.316 0.082 -1.071
C: -1.417 -1.015 -1.137
N: -2.609 -0.619 -1.914
N: -0.836 -2.210 -1.762
N: -1.770 -1.481 0.189
C: -1.583 1.603 0.389
Cl: -1.624 3.087 1.390
N: -2.921 1.627 -0.292
C: -2.768 2.351 -1.589
C: -3.723 3.496 -1.702
C: -5.184 3.000 -1.627
C: -6.133 3.726 -2.583
O: -7.189 4.416 -1.938
C: -1.240 2.477 -1.848
I: -0.676 4.589 -1.744
P: -1.268 2.262 -3.779
O: -0.014 3.061 -4.342
Cl: -0.604 0.361 -4.296
H: 1.544 1.579 -2.905
H: 1.917 3.257 -2.462
H: 3.174 2.088 -2.630
H: 2.433 0.854 -0.683
H: 2.825 2.481 -0.332
H: 0.709 3.197 0.000
H: 0.228 0.031 -1.993
H: 0.355 -0.313 -0.330
H: -2.589 -1.039 -2.836
H: -3.405 -1.063 -1.466
H: -0.645 -2.000 -2.738
H: 0.078 -2.397 -1.348
H: -2.544 -0.996 0.625
H: -1.972 -2.471 0.133
H: -1.509 0.818 1.111
H: -3.498 2.228 0.301
H: -3.388 0.726 -0.374
H: -3.083 1.681 -2.373
H: -3.597 3.962 -2.663
H: -3.586 4.216 -0.907
H: -5.207 1.946 -1.875
H: -5.577 3.093 -0.621
H: -6.571 3.001 -3.257
H: -5.604 4.473 -3.151
H: -7.633 3.811 -1.325
H: 0.653 2.461 -4.721
C: 3.826 -5.498 4.546
O: 3.268 -4.237 4.858
C: 4.211 -3.186 5.014
C: 4.112 -2.190 3.884
N: 4.579 -2.763 2.628
C: 4.301 -1.958 1.448
C: 2.847 -1.674 1.101
O: 2.113 -2.804 0.670
C: 1.568 -3.618 1.698
H: 3.031 -6.235 4.642
H: 4.219 -5.540 3.523
H: 4.630 -5.759 5.239
H: 5.227 -3.583 5.097
H: 3.974 -2.670 5.948
H: 4.726 -1.317 4.123
H: 3.064 -1.860 3.835
H: 4.160 -3.676 2.507
H: 4.751 -2.467 0.592
H: 4.819 -0.999 1.552
H: 2.853 -0.996 0.247
H: 2.318 -1.158 1.908
H: 1.285 -3.024 2.570
H: 2.262 -4.402 2.004
H: 0.678 -4.100 1.294

Löwdin population analysis, charges in e, atoms 1 to 4: -0.095 -0.285 -0.644 0.716



A molecular structure, C18H41FeN4O6P at a distorted geometry. Source: the Open Molecules 2025 dataset; level of theory: ωB97M-V/def2-TZVPD.

Results
LUMO (spin up / spin down) in Ha: -0.156 / -0.212
E in eV: -81236.306
Frontier orbital gap (spin up / spin down) in eV: 5.723 / 5.499
Charge: +1
2S+1: 6
E_HOMO (spin up / spin down) in eV: -9.97 / -11.27
<S²>: 8.85

Atoms and positions in Å:
O: -4.426 2.459 0.140
H: -4.714 3.275 0.684
Fe: -0.614 1.353 -0.149
N: -2.290 0.514 -0.036
N: -0.750 1.461 1.694
N: -0.401 1.084 -1.986
N: 1.119 1.982 -0.261
O: -2.955 -0.061 -0.970
O: -1.345 0.591 -2.827
O: 1.870 2.441 0.783
O: 0.083 2.056 2.515
C: -1.946 1.023 2.201
C: -2.790 0.463 1.237
C: 0.804 1.448 -2.516
C: 1.690 1.961 -1.511
C: -4.103 -0.144 1.491
H: -4.860 0.336 0.870
H: -4.339 0.019 2.544
H: -4.080 -1.227 1.312
C: -2.271 1.269 3.613
H: -2.293 2.346 3.812
H: -1.543 0.786 4.271
H: -3.260 0.862 3.817
C: 1.132 1.250 -3.959
C: 3.068 2.442 -1.772
H: 0.254 1.132 -4.607
H: 1.760 0.360 -4.110
H: 1.715 2.094 -4.341
H: 3.650 2.599 -0.859
H: 3.039 3.396 -2.312
H: 3.613 1.743 -2.417
H: -2.088 0.286 -2.153
H: 1.130 2.402 1.588
C: -1.331 3.179 -0.283
H: -2.425 3.014 -0.243
H: -1.021 3.684 -1.225
H: -1.020 3.747 0.620
O: -4.620 1.837 -2.542
H: -4.874 1.894 -1.584
H: -3.722 2.214 -2.504
C: 3.655 -0.429 -0.243
C: 2.575 -1.393 -0.770
C: 3.150 -2.815 -0.753
P: 0.887 -1.117 0.039
C: -0.373 -2.335 -0.618
C: 0.148 -3.457 -1.509
C: -1.322 -2.873 0.471
C: 1.172 -1.417 1.879
C: 1.572 -2.852 2.240
C: 2.142 -0.409 2.524
H: 3.257 0.555 0.031
H: 4.181 -0.853 0.626
H: 4.401 -0.265 -1.037
H: 2.372 -1.111 -1.821
H: 3.303 -3.176 0.271
H: 2.541 -3.548 -1.287
H: 4.130 -2.778 -1.254
H: -0.931 -1.689 -1.320
H: 0.684 -4.239 -0.946
H: -0.734 -3.913 -1.992
H: 0.784 -3.053 -2.309
H: -1.716 -2.094 1.143
H: -2.194 -3.338 -0.019
H: -0.831 -3.650 1.081
H: 0.166 -1.235 2.305
H: 2.637 -3.033 2.022
H: 1.418 -2.941 3.328
H: 0.942 -3.608 1.750
H: 1.981 0.628 2.190
H: 1.968 -0.426 3.613
H: 3.187 -0.704 2.338

Löwdin population analysis, charges in e, atoms 1 to 4: 0.012 0.114 0.598 -0.146



A molecular structure, C18H41N2O5PtSi4Te at a distorted geometry. Source: the Open Molecules 2025 dataset; level of theory: ωB97M-V/def2-TZVPD.

Results
LUMO (spin up / spin down) in Ha: -0.224 / -0.225
E in eV: -74593.432
Frontier orbital gap (spin up / spin down) in eV: 5.351 / 5.325
Relative energy (zero: lowest compared OMol25 entry of this formula, charge and spin) in kJ/mol: 530.9
Charge: +1
E_HOMO (spin up / spin down) in eV: -11.45 / -11.43

Atoms and positions in Å:
Pt: 0.212 0.543 0.209
O: -0.157 -0.576 3.147
C: -0.275 -1.861 2.551
C: -1.396 -1.950 1.530
N: -1.169 -1.270 0.227
C: -0.453 -2.152 -0.754
C: 0.572 -1.221 -1.374
O: 0.955 -1.569 -2.765
O: 1.537 -0.845 -0.535
C: -2.412 -0.620 -0.266
C: -2.570 0.835 0.220
O: -3.609 1.419 0.087
O: -1.515 1.370 0.836
H: -1.032 -0.279 3.424
H: -0.475 -2.608 3.325
H: 0.692 -2.083 2.096
H: -2.300 -1.529 1.976
H: -1.605 -3.002 1.317
H: -1.126 -2.590 -1.491
H: 0.066 -2.952 -0.228
H: -3.299 -1.165 0.061
H: -2.405 -0.605 -1.352
C: 3.988 3.884 4.164
Si: 2.280 4.650 4.209
C: 2.367 6.486 4.562
C: 1.232 3.770 5.489
Si: 1.235 4.368 2.098
Te: 1.376 1.866 1.935
Si: -1.054 5.006 1.960
C: -1.033 6.869 2.154
C: -1.758 4.483 0.315
C: -1.979 4.189 3.363
Si: 2.580 5.061 0.252
C: 4.218 4.158 0.301
C: 1.651 4.658 -1.318
C: 2.793 6.904 0.491
H: 4.398 3.846 5.176
H: 4.678 4.464 3.548
H: 3.972 2.863 3.777
H: 2.842 6.638 5.535
H: 1.378 6.944 4.600
H: 2.960 7.022 3.819
H: 1.738 3.780 6.458
H: 1.061 2.725 5.220
H: 0.260 4.248 5.615
H: -0.496 7.356 1.338
H: -0.574 7.178 3.094
H: -2.058 7.250 2.147
H: -1.292 5.009 -0.519
H: -2.829 4.706 0.296
H: -1.645 3.410 0.157
H: -1.639 4.537 4.339
H: -1.875 3.102 3.327
H: -3.043 4.421 3.277
H: 4.085 3.075 0.344
H: 4.822 4.455 1.159
H: 4.790 4.384 -0.603
H: 1.326 3.615 -1.337
H: 2.294 4.824 -2.186
H: 0.768 5.289 -1.433
H: 3.325 7.139 1.414
H: 1.838 7.431 0.505
H: 3.382 7.300 -0.341
C: -0.427 -1.150 -5.361
C: 0.031 -0.002 -4.460
C: 0.262 -0.454 -3.073
N: -0.151 -0.022 -1.927
H: -0.570 -0.787 -6.377
H: -1.372 -1.568 -5.015
H: 0.313 -1.948 -5.381
H: -0.702 0.804 -4.424
H: 0.972 0.413 -4.829

Löwdin population analysis, charges in e, atoms 1 to 4: 0.964 -0.168 -0.223 -0.134